Entry from the OMol25 dataset: a molecular structure, C11H11I (ωB97M-V/def2-TZVPD).

Results
Charge ... 0
HOMO ... -0.30795 Ha
ΔE to the lowest compared entry with this formula, charge and spin ... 28.78 kcal/mol
Gap between HOMO and LUMO ... 8.7 eV

Last column: Löwdin charge in e.
Atoms and positions in Å:
I  -2.77998  -0.63753  -0.17959  0.87
C  0.30475  -0.34765  2.05050  -0.07
C  -0.18977  0.80054  1.64873  -0.12
C  0.82397  -1.07312  0.95759  -0.23
C  0.71186  -0.24858  -0.20648  -0.22
C  1.14626  -0.63099  -1.48027  -0.02
C  -2.33852  2.43412  -0.28702  -0.25
C  -0.00193  1.01086  0.18202  -0.19
C  1.69324  -2.10824  0.86231  -0.05
C  1.75773  -1.94933  -1.54595  -0.10
C  -1.72276  1.08465  -0.71954  -0.74
C  2.08616  -2.64169  -0.38632  -0.10
H  0.46249  1.99293  -0.04294  0.14
H  -1.56727  3.30734  -0.28738  0.09
H  1.72024  -2.71307  1.76358  0.11
H  -0.86255  1.53543  2.15407  0.12
H  2.19634  -2.21111  -2.56597  0.11
H  0.32978  -0.67850  3.11315  0.13
H  -2.88836  2.53681  0.72197  0.08
H  2.51568  -3.70153  -0.50692  0.13
H  1.13520  0.10936  -2.33109  0.12
H  -3.08184  2.87854  -1.06665  0.09
H  -1.45073  1.25077  -1.84780  0.10

Entry from the OMol25 dataset: 9 unconnected molecules or ions with the total composition C35H96F4N9O19S4 (ωB97M-V/def2-TZVPD).

Results
Charge ... +5
HOMO ... -0.63977 Ha
Gap between HOMO and LUMO ... 9.0 eV

Last column: Löwdin charge in e.
Atoms and positions in Å:
S  -0.77944  8.28532  0.05344  0.58
S  -1.41952  5.76955  -0.31657  0.43
S  -0.42652  -1.42407  -1.03795  0.52
S  -0.90975  0.53319  1.02342  0.66
F  0.72893  8.80756  -0.06768  -0.18
F  -2.56401  5.66430  0.88160  -0.23
F  0.32255  -0.22016  -1.56623  -0.17
F  -0.55911  1.52718  -0.35337  -0.29
O  -1.13518  8.43675  -1.32532  -0.28
O  1.92730  -4.78790  5.82946  -0.20
O  4.14931  1.91906  -3.18471  -0.22
O  0.40512  0.50559  1.64862  -0.32
O  -4.29442  3.53376  -4.33336  -0.20
O  -1.35099  9.14784  1.06882  -0.24
O  -1.35568  -0.18009  5.03893  -0.21
O  -2.08289  1.20902  1.60954  -0.32
O  -1.39744  -1.76105  -2.09531  -0.32
O  0.64177  -2.34676  -0.51144  -0.34
O  3.21876  6.32549  -3.16636  -0.21
O  -4.37302  0.07621  -6.58580  -0.19
O  -2.12550  5.98882  -1.48829  -0.26
O  5.87191  -5.38011  -2.44325  -0.19
O  -4.43774  3.58762  -0.60782  0.13
O  2.96940  0.67712  6.08321  -0.23
O  -0.93470  4.44822  -0.34637  -0.28
O  1.79622  -5.08214  -3.66373  -0.19
O  -0.09652  -8.93250  8.09456  -0.23
N  -5.19707  5.13729  0.94371  0.08
N  1.85054  -6.75330  7.78467  0.11
N  -5.94342  0.66618  -8.42515  0.23
N  0.50599  1.41475  4.99578  0.06
N  -2.01632  3.70053  -2.75336  0.20
N  3.37368  -6.39262  -1.95806  0.06
N  -0.52784  6.70170  0.42731  -0.26
N  4.83515  4.39698  -3.22377  0.05
N  -1.30132  -0.81937  0.15049  -0.33
C  1.05804  -5.04038  -4.87883  -0.07
C  5.28359  2.08102  -3.98756  -0.21
C  -5.55618  0.58450  -6.13095  -0.25
C  -7.55996  1.90335  -7.05931  0.00
C  -1.86215  3.82649  -4.19884  -0.25
C  -1.19772  2.45416  -4.57926  0.00
C  3.58462  0.60726  -3.34484  -0.05
C  -3.22234  4.24127  -4.85731  -0.19
C  4.01295  6.34588  -2.03638  -0.23
C  5.27518  5.53247  -2.27993  -0.04
C  2.16168  -5.70426  -1.45378  -0.09
C  7.10699  -5.42485  -3.21142  -0.05
C  1.19641  -7.28760  9.09042  -0.06
C  1.63228  2.38952  5.02759  -0.07
C  5.93978  3.36518  -3.48418  -0.06
C  0.93036  -6.73290  6.53354  -0.07
C  -3.93759  -0.97931  -5.76325  -0.05
C  2.99651  1.67853  5.06664  -0.19
C  2.06877  -3.90981  4.70210  -0.07
C  -5.12089  5.44736  2.41729  0.02
C  5.81831  -6.49239  -1.58138  -0.23
C  -0.71348  1.91080  5.61267  -0.12
C  1.68384  -6.13273  5.39128  -0.20
C  3.42272  1.12901  7.42539  -0.03
C  -5.44235  4.40869  -4.46415  -0.08
C  0.86310  -8.71055  9.04476  -0.26
C  2.01665  7.07270  -3.08429  -0.04
C  -2.43259  -1.12906  5.08472  -0.05
C  -5.09025  2.55040  1.44753  0.05
C  -4.87499  3.70920  0.51809  -0.35
C  1.10136  -5.62441  -2.59437  -0.22
C  -0.79585  -10.14938  8.19867  -0.05
C  -1.40467  0.73493  6.08008  -0.25
C  -6.08198  1.53736  -7.17420  -0.27
C  4.46258  -6.38076  -0.92234  -0.10
H  0.24329  -5.95361  6.80258  0.14
H  -1.27007  -10.40571  7.26109  0.10
H  -8.10427  0.97720  -7.21438  0.10
H  6.35620  3.12975  -2.51774  0.13
H  3.24817  -7.35973  -2.24785  0.19
H  6.76794  3.80126  -4.08404  0.16
H  2.24342  -5.82050  7.82773  0.16
H  0.12316  -4.53723  -4.72425  0.08
H  -3.36678  -0.57913  5.19042  0.09
H  5.93656  1.21029  -3.95807  0.14
H  4.35669  -5.45998  -0.40066  0.12
H  -5.12368  0.07819  -8.34293  0.15
H  1.28549  6.79032  -3.87566  0.11
H  -5.86856  2.78468  2.20019  0.11
H  -0.26981  2.42138  -4.03400  0.08
H  7.93878  -5.44771  -2.52619  0.09
H  -2.48869  -1.67873  4.13921  0.10
H  3.76333  -5.94492  -2.78947  0.16
H  2.57336  -7.37358  7.48043  0.16
H  -7.82199  2.28784  -6.05764  0.11
H  1.65057  -4.41115  -5.55236  0.10
H  4.49002  0.86029  7.56496  0.10
H  -5.31008  1.76231  0.79579  0.09
H  2.32268  8.10220  -3.08286  0.10
H  -4.76770  -1.64406  -5.54579  0.10
H  7.14942  -4.42690  -3.73039  0.11
H  1.09172  -3.92854  4.15437  0.11
H  -4.11016  2.31484  1.86546  0.08
H  -6.19614  5.24578  0.71441  0.19
H  -0.03180  -10.89003  8.38755  0.09
H  2.41605  -4.70090  -1.08922  0.14
H  -2.94069  3.36976  -2.49368  0.14
H  3.81031  2.36071  5.26174  0.13
H  -5.24622  6.51084  2.43744  0.11
H  7.08885  -6.16541  -4.01518  0.10
H  3.23379  1.22629  4.11142  0.13
H  6.56933  -6.59931  -0.80382  0.14
H  -6.76747  0.10342  -8.46928  0.15
H  0.25869  -4.99217  -2.17627  0.15
H  0.65760  -6.60632  -2.78725  0.13
H  0.85343  0.60355  5.56147  0.18
H  6.08865  6.08959  -2.73971  0.15
H  1.58880  6.84282  -2.10152  0.08
H  3.05005  0.47902  -4.30724  0.11
H  3.32533  2.27968  7.55481  0.12
H  -1.29942  2.53463  4.92921  0.16
H  -3.20369  -1.55902  -6.29791  0.10
H  -5.28796  2.33308  -7.39007  0.18
H  1.72089  -6.33212  -0.65858  0.15
H  -0.40869  2.54889  6.43604  0.15
H  -0.96142  0.22121  6.95074  0.15
H  0.26449  1.04976  4.09056  0.14
H  4.99226  2.21311  -5.00420  0.12
H  -5.25375  5.38110  -3.92955  0.11
H  -1.74787  1.59400  -4.28732  0.07
H  5.90326  -7.50312  -2.06991  0.15
H  -1.50950  -10.04853  9.03701  0.12
H  -4.08485  5.21826  2.77234  0.12
H  -5.84630  4.89574  3.01882  0.11
H  1.85441  -7.04411  9.91201  0.14
H  4.36009  -0.18311  -3.16311  0.11
H  -4.67572  5.78514  0.31375  0.18
H  -5.39924  1.05736  -5.15528  0.14
H  -2.32495  -1.84856  5.91613  0.10
H  4.29101  -7.15163  -0.22623  0.13
H  3.53806  5.94117  -1.14951  0.13
H  -1.19248  4.61773  -4.46490  0.14
H  4.24267  7.38648  -1.76021  0.15
H  -3.54020  -0.60333  -4.83789  0.09
H  -2.47176  1.01423  6.28582  0.16
H  1.71042  -9.41968  8.88893  0.16
H  -0.99667  2.37642  -5.62874  0.08
H  1.59903  3.02686  4.17624  0.14
H  2.91970  -4.12948  4.06574  0.09
H  -5.81891  4.57372  -5.48543  0.09
H  4.07182  3.84919  -2.84020  0.15
H  0.31351  -6.75244  9.30757  0.13
H  -1.35520  3.07622  -2.32265  0.13
H  5.55559  4.99132  -1.37907  0.14
H  0.52367  -7.72464  6.45759  0.12
H  1.58425  2.87085  6.00215  0.13
H  0.89921  -6.02325  -5.36111  0.11
H  -6.29464  3.88413  -3.98244  0.10
H  -7.89593  2.63776  -7.73747  0.08
H  2.24907  -2.92582  5.09615  0.08
H  -5.93013  1.22915  -9.25552  0.17
H  2.62565  -6.68962  5.29400  0.14
H  -3.16152  4.03721  -5.97605  0.16
H  2.68611  0.74457  8.12922  0.08
H  -1.87078  4.58777  -2.28211  0.06
H  4.49062  4.80408  -4.12379  0.19
H  2.85720  0.59598  -2.54685  0.08
H  1.07768  -6.24407  4.49447  0.14
H  -6.34057  -0.15865  -5.95280  0.15
H  0.45031  -8.94477  10.02330  0.15
H  -3.39738  5.31081  -4.70621  0.12